(1)
{"formula": "C7H8", "method": "wB97M-V/def2-TZVPD", "species": ["C", "C", "C", "C", "C", "C", "C", "H", "H", "H", "H", "H", "H", "H", "H"], "xyz": [[2.68165, 1.51516, 0.28765], [1.66312, 1.24207, -0.29435], [0.38272, 0.74469, -0.80268], [-0.17474, -0.30680, 0.21013], [-0.39678, -1.68129, -0.42908], [-1.42004, 0.13307, 0.84922], [-2.47406, 0.40910, 1.36205], [3.57112, 1.73670, 0.83395], [0.51434, 0.28344, -1.78972], [-0.32755, 1.56778, -0.93669], [0.58265, -0.41768, 0.99406], [-1.11278, -1.60911, -1.25403], [0.54590, -2.08790, -0.80975], [-0.80227, -2.37359, 0.31435], [-3.41330, 0.63420, 1.81558]], "atomic_forces_ev_per_a": [[-0.3788, -0.0824, -0.2344], [0.4354, 0.0848, 0.3060], [-0.0022, 0.0289, -0.0141], [-0.0448, -0.0767, 0.0677], [-0.0206, -0.0976, -0.0692], [-0.4604, 0.1037, 0.2044], [0.3663, -0.0955, -0.2048], [-0.0975, 0.0550, -0.1856], [0.0317, 0.0456, 0.2042], [0.1434, -0.1196, 0.0709], [-0.1855, 0.0033, -0.0642], [0.0945, -0.0260, 0.0935], [-0.1181, 0.0894, 0.0258], [0.0723, 0.0602, -0.1411], [0.1643, 0.0269, -0.0591]], "spin_multiplicity": 1, "total_energy_ha": -271.38854, "e_homo_ev": -9.9, "relative_energy_kcal_mol": 89.68, "orbital_gap_ev": 10.90}

(2)
{"formula": "C7H8AlBr5Cl2N2NaO5PS", "method": "wB97M-V/def2-TZVPD", "species": ["N", "S", "O", "N", "O", "P", "O", "Cl", "H", "H", "H", "C", "C", "C", "O", "C", "C", "C", "O", "H", "H", "H", "H", "C", "Br", "Br", "Br", "H", "Br", "Na", "Br", "Al", "Cl"], "xyz": [[-1.04898, 0.58248, -0.51692], [-2.19683, -0.49308, -0.02761], [-2.69480, -1.24636, -1.35355], [-4.18637, -0.99723, -1.73080], [-4.77565, -0.53786, -0.85818], [-1.23309, -2.05537, 1.26511], [0.28281, -2.16861, 0.79010], [-2.03878, -3.71652, 0.57686], [-1.00535, 0.60016, -1.53697], [-1.40066, 1.49951, -0.23958], [0.76287, -2.60728, 1.51815], [3.69034, 0.73213, 0.08021], [2.44722, 0.42014, 0.46185], [1.94660, 0.80624, 1.79528], [0.79507, 0.53401, 2.15976], [2.84592, 1.54651, 2.69903], [4.08546, 1.87216, 2.32648], [4.61492, 1.48706, 0.98065], [5.73529, 1.76319, 0.63902], [4.08254, 0.46194, -0.89394], [1.76136, -0.11799, -0.17741], [2.44130, 1.82320, 3.66905], [4.76188, 2.43200, 2.97621], [-5.23902, -0.51332, -5.93514], [-4.04751, -0.52095, -4.38771], [-4.52200, 0.58637, -7.31779], [-5.58576, -2.29412, -6.51163], [-6.16967, -0.07717, -5.60712], [-0.53998, 1.74577, 4.35217], [5.15372, -0.37960, 2.23739], [6.48404, 1.58899, 4.19868], [0.57675, -0.70009, 4.02100], [-5.78364, -2.05631, 0.34736]], "atomic_forces_ev_per_a": [[-0.1839, 0.6707, -0.2864], [-0.7051, -0.7973, -0.5094], [1.8412, 0.2917, 0.8915], [-1.8514, -0.0402, 0.6902], [0.5365, 0.6102, -1.1730], [-0.3786, 0.0251, 1.4992], [0.7990, -0.0347, -0.4053], [-0.5094, -0.2314, -0.4608], [0.3808, -0.3386, -0.0358], [0.2357, 0.1054, 0.0829], [0.1510, 0.1110, -0.3852], [-0.1103, -0.0348, -0.0886], [-0.0001, 0.1125, -0.0710], [0.1465, 0.6488, -0.0264], [0.9493, -1.3364, -0.3243], [-0.2934, -0.3987, 0.1231], [0.0034, 0.5485, -0.0267], [-0.6770, 0.9356, -0.4773], [0.2358, -0.2014, -0.0265], [0.0283, 0.0118, 0.0162], [-0.0350, -0.0300, -0.0171], [-0.0011, 0.0825, -0.0772], [-0.1998, 0.2415, -0.2651], [-0.0251, 0.1351, -0.1661], [-0.0177, 0.0941, -0.6016], [0.0535, 0.0595, -0.0769], [0.0233, -0.1193, 0.0091], [-0.0260, 0.0420, 0.1094], [0.3031, -1.3816, 0.5471], [1.0264, -0.7885, 0.8129], [-0.0843, -0.5674, -0.0862], [-1.2536, 2.2271, 0.0847], [-0.3622, -0.6525, 0.7203]], "spin_multiplicity": 1, "total_energy_ha": -15691.04212, "total_charge": 2, "e_homo_ev": -13.6, "relative_energy_kcal_mol": 45.40, "orbital_gap_ev": 1.33}